Arrangement one

10
Properties=species:S:1:pos:R:3:mulliken_charge:R:1 method="wB97M-V/def2-TZVPD" molar_mass_g_mol=45.09 smiles="C=N.C" spin_multiplicity=1 gap_ev=11.16
C 1.956 -0.184 -0.110 -0.984
H 2.855 0.431 -0.034 0.289
H 1.303 0.256 -0.857 0.204
H 2.027 -1.245 -0.308 0.233
H 1.437 -0.060 0.834 0.249
C -1.999 0.524 0.263 -0.257
N -1.399 -0.580 0.210 -0.439
H -1.873 1.177 1.121 0.251
H -2.768 0.785 -0.471 0.227
H -1.539 -1.105 -0.649 0.227

---

Arrangement two

10
Properties=species:S:1:pos:R:3:mulliken_charge:R:1 method="wB97M-V/def2-TZVPD" molar_mass_g_mol=45.09 smiles="C=N.C" spin_multiplicity=1 gap_ev=11.25
C -0.153 -4.019 -0.992 -0.988
H 0.566 -4.304 -1.712 0.270
H 0.404 -3.602 -0.251 0.275
H -0.748 -3.225 -1.474 0.227
H -0.629 -4.968 -0.643 0.216
C 0.192 4.348 0.851 -0.245
N -0.568 3.600 1.546 -0.445
H -0.011 5.493 0.972 0.216
H 0.915 4.011 0.085 0.231
H 0.032 2.666 1.618 0.243

---

The relative energies come out as arrangement one 0.0000; arrangement two 0.0259, with values in hartree.

---

Arrangement one

21
Properties=species:S:1:pos:R:3:mulliken_charge:R:1 method="wB97M-V/def2-TZVPD" molar_mass_g_mol=126.10 smiles=O.O.O.O.O.O.O spin_multiplicity=1 gap_ev=10.73
H -0.618 0.306 -0.870 0.285
H -1.332 -0.653 -1.798 0.340
H 0.049 -1.620 0.558 0.275
H -1.066 -0.598 0.842 0.274
H 2.305 0.649 1.637 0.269
H 2.753 1.638 2.539 0.303
H -0.501 -3.656 0.305 0.335
H -0.159 -3.164 -1.065 0.278
H 2.371 -1.920 -0.183 0.300
H 3.192 -1.862 -1.387 0.309
H -3.721 1.167 1.720 0.305
H -4.276 1.969 0.668 0.300
H 0.635 3.696 -2.225 0.334
H 0.853 4.745 -1.129 0.310
O -1.498 0.142 -1.220 -0.629
O -0.882 -1.600 0.849 -0.580
O 3.141 0.951 2.054 -0.576
O -0.830 -3.684 -0.639 -0.592
O 3.107 -1.500 -0.496 -0.590
O -4.470 1.176 1.095 -0.608
O 0.946 3.817 -1.254 -0.640

---

Arrangement two

21
Properties=species:S:1:pos:R:3:mulliken_charge:R:1 method="wB97M-V/def2-TZVPD" molar_mass_g_mol=126.10 spin_multiplicity=1 gap_ev=9.73
O 49.603 42.307 8.691 -0.196
H 49.404 42.762 9.298 0.240
H 49.003 42.081 8.154 0.330
H 50.019 41.449 9.328 0.501
O 49.786 40.045 10.063 -1.213
H 49.088 40.260 10.545 0.278
O 52.468 39.465 9.172 -0.691
H 51.623 39.710 9.672 0.392
H 52.456 38.398 9.238 0.317
O 48.513 38.695 7.949 -0.654
H 48.961 39.102 8.727 0.442
H 47.830 38.173 8.240 0.285
O 48.414 44.139 10.428 -0.668
H 48.839 44.712 11.064 0.322
H 47.776 43.570 10.741 0.322
O 47.840 42.891 6.732 -0.704
H 46.795 43.064 7.066 0.347
H 48.027 43.486 5.940 0.323
O 50.768 39.759 12.655 -0.699
H 50.691 38.754 12.845 0.305
H 50.484 39.923 11.707 0.423

---

Arrangement three

21
Properties=species:S:1:pos:R:3:mulliken_charge:R:1 method="wB97M-V/def2-TZVPD" molar_mass_g_mol=126.10 smiles=O.O.O.O.O.O.O spin_multiplicity=1 gap_ev=10.95
O 22.367 -10.629 -13.658 -0.641
H 21.498 -10.280 -13.442 0.292
H 22.302 -11.580 -13.467 0.362
O 22.904 -17.232 -13.073 -0.641
H 22.533 -16.666 -13.754 0.267
H 23.318 -16.615 -12.440 0.401
O 25.192 -14.866 -9.341 -0.719
H 25.626 -15.307 -10.087 0.350
H 25.897 -14.365 -8.914 0.300
O 23.581 -14.626 -12.011 -0.702
H 23.818 -14.445 -11.089 0.331
H 22.677 -14.288 -12.103 0.353
O 25.732 -13.005 -13.532 -0.631
H 25.508 -12.503 -14.323 0.325
H 24.890 -13.364 -13.217 0.342
O 23.503 -17.329 -9.154 -0.623
H 23.619 -17.712 -8.278 0.308
H 24.011 -16.507 -9.133 0.360
O 21.185 -13.229 -13.309 -0.672
H 21.401 -13.952 -13.913 0.337
H 20.256 -13.371 -13.083 0.300

---

Arrangement four

21
Properties=species:S:1:pos:R:3:mulliken_charge:R:1 method="wB97M-V/def2-TZVPD" molar_mass_g_mol=126.10 spin_multiplicity=1 gap_ev=7.91
H -1.244 0.848 -1.480 0.304
H -0.140 0.623 -0.506 0.307
H -2.865 -0.376 -0.698 0.227
H -3.745 -0.814 0.654 0.266
H 3.906 2.445 -0.241 0.312
H 4.202 1.035 -0.498 0.312
H 1.769 -0.573 0.985 0.319
H 2.815 -0.823 2.103 0.297
H 2.814 -1.675 -0.426 0.314
H 3.773 -0.865 -1.093 0.271
H -3.905 1.594 -0.180 0.280
H -5.004 2.467 0.360 0.321
H -1.297 -2.699 -0.117 0.175
H -1.568 -1.647 -1.259 0.261
O -0.828 1.254 -0.641 -0.601
O -3.164 -1.074 -0.048 -0.462
O 4.608 1.847 -0.012 -0.620
O 2.506 -1.167 1.259 -0.626
O 2.944 -0.801 -0.601 -0.576
O -4.252 1.894 0.655 -0.600
O -1.753 -1.897 -0.313 -0.481

---

The relative energies come out as arrangement one 0.0707; arrangement two 0.1744; arrangement three 0.0000; arrangement four 0.2724, with values in hartree.

---

Arrangement one

21
Properties=species:S:1:pos:R:3:mulliken_charge:R:1 method="wB97M-V/def2-TZVPD" molar_mass_g_mol=126.10 smiles=O.O.O.O.O.O.O spin_multiplicity=1 gap_ev=11.39
O 2.224 4.588 -0.897 -0.639
H 2.025 5.027 -1.725 0.321
H 3.177 4.500 -0.895 0.320
O 2.420 -4.904 2.826 -0.646
H 2.374 -4.003 2.505 0.327
H 1.827 -4.922 3.577 0.317
O -2.464 -4.337 0.200 -0.627
H -3.327 -4.531 0.567 0.317
H -2.067 -5.195 0.052 0.317
O -1.228 5.302 1.712 -0.641
H -1.666 5.848 1.060 0.314
H -0.425 5.011 1.281 0.323
O 0.757 0.800 -2.853 -0.627
H 1.160 1.603 -2.523 0.316
H 1.477 0.322 -3.264 0.319
O 1.085 -0.946 1.606 -0.635
H 0.412 -1.569 1.333 0.322
H 0.952 -0.185 1.040 0.312
O -3.264 -0.665 -1.932 -0.648
H -2.429 -0.244 -2.136 0.319
H -3.021 -1.500 -1.534 0.317

---

Arrangement two

21
Properties=species:S:1:pos:R:3:mulliken_charge:R:1 method="wB97M-V/def2-TZVPD" molar_mass_g_mol=126.10 spin_multiplicity=1 gap_ev=8.94
O -0.643 -0.364 -0.248 -1.188
H 0.210 -0.784 -0.360 0.344
H -0.542 0.183 0.531 0.525
O -1.949 -1.773 -1.201 -0.822
H -1.261 -1.237 -0.807 0.577
H -2.643 -1.152 -1.418 0.233
O 1.791 1.058 -0.414 -0.728
H 2.092 1.191 -1.312 0.296
H 1.375 0.196 -0.426 0.468
O 1.157 -1.172 -0.713 -0.502
H 1.462 -1.084 -1.616 0.355
H 1.728 -1.838 -0.330 0.300
O -1.575 1.751 -0.473 -0.740
H -2.038 1.416 0.295 0.314
H -1.294 0.967 -0.945 0.362
O 0.942 -0.465 2.273 -0.790
H 0.164 -0.992 2.093 0.310
H 0.830 0.319 1.735 0.470
O -0.004 0.879 1.166 -0.599
H -0.223 1.602 1.753 0.302
H 0.421 1.298 0.417 0.512

---

The relative energies come out as arrangement one 0.0000; arrangement two 0.3261, with values in hartree.

---

Arrangement one

21
Properties=species:S:1:pos:R:3:mulliken_charge:R:1 method="wB97M-V/def2-TZVPD" molar_mass_g_mol=126.10 smiles=O.O.O.O.O.O.O spin_multiplicity=1 gap_ev=10.81
O 14.101 2.722 43.846 -0.637
H 14.611 2.449 44.640 0.311
H 13.412 2.009 43.903 0.323
O 15.198 0.339 47.162 -0.756
H 15.779 0.074 47.925 0.319
H 14.227 0.281 47.405 0.381
O 17.560 3.886 48.817 -0.678
H 16.727 4.288 49.150 0.305
H 17.625 4.053 47.835 0.389
O 12.237 3.329 47.449 -0.624
H 13.117 3.089 47.524 0.376
H 12.286 3.977 46.745 0.302
O 17.333 4.479 46.191 -0.734
H 16.527 5.066 45.846 0.355
H 17.550 3.837 45.408 0.349
O 14.808 2.536 46.884 -0.728
H 15.695 2.921 47.220 0.298
H 14.799 1.605 46.506 0.406
O 15.654 -1.406 44.834 -0.632
H 14.735 -1.037 44.714 0.288
H 15.727 -0.934 45.688 0.390

---

Arrangement two

21
Properties=species:S:1:pos:R:3:mulliken_charge:R:1 method="wB97M-V/def2-TZVPD" molar_mass_g_mol=126.10 spin_multiplicity=1 gap_ev=7.01
H -0.593 -1.078 0.624 0.262
H 0.745 -0.503 1.226 0.283
H 1.789 0.742 0.545 0.229
H 0.882 0.660 -0.752 0.378
H -3.300 -1.683 -3.242 0.300
H -2.833 -0.235 -3.499 0.321
H 3.245 -3.489 -1.075 0.325
H 3.512 -3.143 0.363 0.316
H 0.605 3.114 2.021 0.308
H -0.045 4.410 2.595 0.290
H -4.787 1.453 1.622 0.320
H -4.357 1.269 3.028 0.304
H 1.570 -1.657 -1.354 0.254
H 2.754 -0.623 -1.270 0.372
O 0.174 -0.420 0.495 -0.597
O 1.771 0.589 -0.459 -0.636
O -2.750 -1.014 -2.931 -0.618
O 3.791 -2.869 -0.517 -0.647
O 0.044 3.868 1.885 -0.598
O -3.969 1.319 2.182 -0.621
O 1.751 -0.710 -1.486 -0.544

---

The relative energies come out as arrangement one 0.0000; arrangement two 0.1826, with values in hartree.

---

Arrangement one

21
Properties=species:S:1:pos:R:3:mulliken_charge:R:1 method="wB97M-V/def2-TZVPD" molar_mass_g_mol=126.10 smiles=O.O.O.O.O.O.O spin_multiplicity=1 gap_ev=10.74
O -0.326 0.872 -1.989 -0.757
H 0.091 0.709 -3.046 0.352
H -0.211 1.812 -1.911 0.288
O -2.394 -0.574 2.212 -0.615
H -1.596 -0.375 1.651 0.376
H -2.760 -1.261 1.636 0.304
O -2.385 -0.991 -1.817 -0.649
H -2.259 -1.607 -0.937 0.308
H -1.585 -0.444 -1.758 0.388
O 2.558 -0.784 -1.516 -0.589
H 2.358 0.078 -1.197 0.316
H 2.439 -0.876 -0.540 0.278
O -0.098 2.993 1.498 -0.640
H -0.713 3.152 0.811 0.265
H 0.157 2.004 1.418 0.412
O 2.184 -1.566 1.035 -0.664
H 1.761 -2.309 1.466 0.290
H 2.707 -1.235 1.679 0.291
O -0.126 0.321 0.711 -0.698
H 0.591 -0.326 0.713 0.393
H -0.395 0.410 -0.119 0.349

---

Arrangement two

21
Properties=species:S:1:pos:R:3:mulliken_charge:R:1 method="wB97M-V/def2-TZVPD" molar_mass_g_mol=126.10 smiles=O.O.O.O.O.O.O spin_multiplicity=1 gap_ev=9.16
H 0.003 -0.878 -0.286 0.268
H -1.171 -0.606 -1.041 0.245
H -0.556 1.656 2.223 0.248
H -1.834 1.720 1.662 0.334
H 2.829 0.869 -1.666 0.323
H 2.344 0.773 -0.173 0.261
H 3.222 -2.147 -0.760 0.338
H 3.602 -2.594 0.753 0.306
H -5.786 -0.454 -1.507 0.319
H -4.356 -0.754 -0.861 0.320
H 1.445 2.968 -1.822 0.304
H 1.095 2.951 -0.225 0.311
H 0.058 -0.830 1.914 0.292
H -0.150 -2.339 1.319 0.336
O -0.972 -0.859 -0.184 -0.510
O -1.369 1.951 2.495 -0.586
O 3.123 0.753 -0.712 -0.610
O 3.309 -2.908 -0.072 -0.638
O -5.089 -1.098 -1.433 -0.640
O 0.859 3.311 -1.092 -0.602
O -0.604 -1.486 1.469 -0.619

---

Arrangement three

21
Properties=species:S:1:pos:R:3:mulliken_charge:R:1 method="wB97M-V/def2-TZVPD" molar_mass_g_mol=126.10 smiles=O.O.O.O.O.O.O spin_multiplicity=1 gap_ev=10.65
H 1.036 -0.164 0.391 0.306
H 1.059 -0.725 -1.024 0.316
H 0.063 3.717 -4.271 0.301
H 0.237 2.385 -3.392 0.298
H -2.074 -3.567 0.559 0.290
H -2.632 -3.012 -0.808 0.324
H 1.311 -6.203 -1.419 0.316
H 0.998 -5.137 -0.278 0.324
H -1.507 1.653 2.923 0.289
H -0.461 2.626 2.782 0.305
H -1.116 2.612 -1.765 0.279
H -1.980 3.263 -0.797 0.296
H 3.544 1.553 3.054 0.321
H 2.806 0.842 4.289 0.306
O 0.444 -0.152 -0.415 -0.627
O -0.258 3.147 -3.537 -0.623
O -2.836 -3.403 0.075 -0.615
O 0.671 -5.522 -1.151 -0.640
O -0.941 1.948 2.249 -0.592
O -1.086 2.929 -0.910 -0.554
O 2.723 1.212 3.446 -0.622

---

The relative energies come out as arrangement one 0.0201; arrangement two 0.0894; arrangement three 0.0000, with values in hartree.